Here is a cluster of 12 separate species, C25H49Cl2N7O22 in total in a non-equilibrium geometry from the Open Molecules 2025 dataset. Energies are from ωB97M-V/def2-TZVPD.

Summary:
HOMO-LUMO gap, Eh: 0.3874
Total charge: 0
Structure (SMILES): C[N+](=O)[O-].C[N+](=O)[O-].C[N+](=O)[O-].C[N+](=O)[O-].C[N+](=O)[O-].C[N+](=O)[O-].C[N+](=O)[O-].O=C1CCCO1.O=C1CCCO1.O=C1CCCO1.O=C1CCCO1.ClCCCl

Last column: Löwdin charge in e.
Atoms and positions in Å:
Cl1 -5.297319 -3.651444 -1.817094  0.502
Cl2 -2.171363 -4.075511 -0.012344  0.508
O1 1.799840 -2.068684 3.506510  0.090
O2 0.772052 1.102943 0.039376  -0.008
O3 1.635482 3.711680 2.153313  0.077
O4 0.585136 -2.963486 5.158347  0.009
O5 -1.715321 -0.588397 5.002239  0.033
O6 -1.116908 2.151476 -5.392271  0.080
O7 2.767249 2.023418 2.808072  0.045
O8 -0.867612 4.873599 -2.039988  0.056
O9 -5.402461 3.295902 1.763511  0.048
O10 2.210927 -0.403356 -4.733993  0.015
O11 -2.781422 -1.010933 -3.126881  -0.026
O12 -4.565774 4.891982 0.537809  0.059
O13 -0.518349 0.896127 -3.717860  0.076
O14 -2.380925 -0.963300 2.865636  0.059
O15 1.148809 4.567916 -1.489037  0.062
O16 2.346943 -1.156870 -2.600553  0.117
O17 2.028123 -3.472297 -0.944341  0.050
O18 4.366182 -0.706377 -0.151536  0.024
O19 2.396201 -4.242967 -2.888677  0.100
O20 -0.974916 2.466730 -0.240283  0.099
O21 -2.510947 -1.396335 -5.224310  0.099
O22 6.061340 -0.789840 1.204052  0.064
N1 0.051007 4.986908 -1.273446  -0.461
N2 -1.212233 1.717159 -4.257998  -0.417
N3 2.508446 2.935656 2.021736  -0.454
N4 4.888533 -0.886490 0.939903  -0.421
N5 -2.182954 -1.545824 -4.083427  -0.406
N6 -4.819767 3.731039 0.783164  -0.432
N7 2.732339 -3.791443 -1.875834  -0.507
C1 -4.494643 2.681711 -0.315985  0.066
C2 -0.084806 -3.541059 2.948243  -0.086
C3 -2.356928 2.276448 -3.545802  0.025
C4 -1.901664 -0.219423 3.732115  -0.447
C5 -3.641139 -2.973986 0.353089  -0.544
C6 3.282871 3.087928 0.760678  0.048
C7 -0.545627 1.369272 -0.091469  -0.502
C8 -0.196363 5.639384 0.042481  0.061
C9 -1.541557 1.215500 3.542806  -0.053
C10 2.431573 0.769735 -5.459649  -0.169
C11 2.471037 -0.294795 -3.399614  -0.455
C12 -4.351669 -2.411672 -0.839485  -0.599
C13 -0.949111 -2.318223 -3.759355  0.061
C14 0.983286 -0.353668 0.389556  -0.042
C15 3.310247 1.639246 -4.563864  -0.111
C16 -0.927086 0.385437 5.733462  -0.118
C17 4.178102 -3.558504 -1.813371  0.029
C18 0.858120 -2.726589 3.839510  -0.450
C19 4.023427 -1.300031 2.139127  0.045
C20 2.978587 1.137494 -3.131990  -0.042
C21 -0.914362 1.648756 4.895517  -0.113
C22 -1.324519 0.075926 -0.276830  -0.081
C23 -0.355819 -1.008945 -0.039930  -0.157
C24 -1.097558 -4.191318 3.915130  -0.114
C25 -0.344163 -4.074282 5.285471  -0.108
H1 -4.234161 -3.604125 1.025944  0.073
H2 0.032053 6.695885 0.015925  0.102
H3 4.599306 -4.547392 -2.037993  0.106
H4 -4.349851 1.712173 0.167118  0.087
H5 1.159850 -0.359701 1.484869  0.114
H6 0.165567 -4.926556 5.550742  0.092
H7 -3.508407 2.961972 -0.783963  0.079
H8 3.102636 -1.792525 1.774436  0.071
H9 -0.201611 -1.746438 -0.830198  0.092
H10 -3.182078 -2.163800 0.968064  0.044
H11 0.593792 -4.323453 2.477371  0.156
H12 4.491578 -2.821030 -2.550467  0.099
H13 2.510444 2.856199 0.013465  0.073
H14 -2.007366 -3.560084 3.855880  0.113
H15 -1.820777 0.283551 -1.272406  0.124
H16 -1.007872 -3.776182 6.093046  0.123
H17 -0.997416 1.335006 2.614042  0.111
H18 -1.463034 2.580841 5.201472  0.135
H19 -1.284999 5.473566 0.122170  0.103
H20 1.507967 1.182933 -5.740915  0.091
H21 -2.156977 2.531280 -2.497604  0.064
H22 -1.251675 -5.180768 3.538574  0.100
H23 3.043242 2.672031 -4.567793  0.103
H24 -2.096860 -0.042175 0.494242  0.106
H25 1.882411 -0.633146 -0.233913  0.105
H26 -0.524999 -2.990145 2.154275  0.049
H27 -1.401920 0.501711 6.689258  0.118
H28 0.083926 -0.059710 5.904450  0.140
H29 2.857815 0.468293 -6.409588  0.127
H30 4.117246 2.314571 0.694162  0.116
H31 3.786296 1.114499 -2.396963  0.117
H32 4.344599 1.516813 -4.837993  0.110
H33 3.648538 4.112544 0.678849  0.103
H34 -1.052726 -2.698326 -2.749872  0.074
H35 3.792478 -0.457086 2.739321  0.068
H36 -5.301755 2.810313 -1.006489  0.087
H37 -5.038878 -1.715046 -0.401285  0.070
H38 -0.003311 -1.798549 -4.014842  0.093
H39 -2.457910 1.729129 3.294928  0.127
H40 -0.778717 -1.543276 0.770158  0.044
H41 4.681562 -2.020921 2.659352  0.109
H42 -3.183844 1.545688 -3.654480  0.109
H43 0.109868 1.947354 4.746792  0.099
H44 -3.825422 -1.913991 -1.628888  0.007
H45 4.461226 -3.162209 -0.813423  0.090
H46 0.304571 5.135548 0.819365  0.052
H47 -0.883884 -3.101007 -4.576074  0.126
H48 -2.681772 3.163101 -4.085816  0.103
H49 2.150671 1.699317 -2.710945  0.111

Forces on the atoms, in the same order (eV/Å):
Cl 0.31 0.42 0.74
Cl -0.92 0.62 -0.14
O -0.22 0.53 0.09
O -0.21 -0.56 0.75
O -2.28 1.86 0.73
O 0.02 -0.38 -0.91
O 0.15 -0.43 -0.28
O 0.96 -0.74 -0.07
O -0.04 0.51 -0.65
O -0.94 0.21 -0.50
O 0.47 0.54 -0.30
O -0.46 -2.05 1.34
O 0.66 -0.75 -1.00
O -0.03 -0.42 0.34
O 0.73 -0.47 0.09
O 0.98 1.04 1.82
O 1.77 -0.47 -0.21
O -0.47 -1.31 0.34
O -0.40 -0.11 0.61
O 0.41 0.06 0.47
O -2.26 -2.05 -3.88
O -0.43 1.64 0.21
O -0.05 -0.17 -0.57
O 0.53 0.28 -0.62
N 0.00 0.19 0.65
N -0.94 1.30 -0.61
N 2.22 -2.10 0.10
N -1.14 -0.17 1.06
N 0.14 1.38 1.55
N -0.11 -1.11 -0.77
N 1.61 2.24 2.58
C 1.98 1.18 0.79
C 1.52 -1.33 0.85
C -1.75 0.28 0.60
C -1.12 -1.14 -1.54
C 1.85 -0.42 0.59
C 0.89 -1.64 -0.59
C 0.76 -1.80 -0.62
C -2.40 -0.02 -0.78
C 0.15 -0.09 0.21
C 1.03 0.21 -0.20
C 0.69 2.57 -0.99
C -0.74 -1.13 -0.21
C 0.45 -1.39 -2.08
C 0.13 1.32 -1.03
C -0.39 -0.14 0.93
C 0.18 -0.47 0.20
C 1.37 0.11 1.49
C -0.49 -0.92 0.31
C 0.38 -1.85 -1.51
C 0.04 -0.95 -0.91
C -0.24 1.34 -1.49
C -1.23 1.96 -0.51
C 1.47 -1.24 -0.40
C 0.92 1.65 -0.27
C -2.14 2.50 -1.08
H -0.19 0.34 -0.49
H 0.16 0.10 -0.29
H 0.22 0.50 0.17
H -0.62 0.22 -0.16
H 0.06 -0.25 -0.72
H 1.36 -1.97 0.48
H -1.15 0.00 0.54
H 0.77 0.48 0.10
H 0.03 0.34 -0.13
H -0.50 -0.46 -0.54
H -0.77 0.87 0.42
H -0.42 -0.19 -0.14
H 0.47 0.30 -0.05
H 0.35 -0.65 0.43
H 0.61 -1.00 0.88
H -0.11 -0.20 0.03
H 0.77 0.01 0.12
H 0.43 -1.28 0.52
H 0.49 0.48 0.45
H -1.46 0.86 0.13
H 0.31 -0.43 -0.37
H -0.51 -0.68 0.39
H -0.02 0.79 -0.59
H -0.16 0.61 -0.31
H -1.07 -0.02 0.97
H -0.24 0.58 -0.50
H -0.24 0.05 0.44
H -0.76 0.41 -0.33
H 0.63 0.02 -0.03
H -1.17 1.13 0.32
H -0.02 -0.01 -0.25
H 0.44 -0.01 0.13
H -0.20 -0.21 0.08
H 0.28 -0.01 -0.08
H -0.06 0.88 0.36
H -0.43 -0.43 -0.39
H -0.80 0.34 -0.03
H -0.84 0.61 0.78
H -0.53 0.25 0.29
H 0.06 -0.88 0.88
H -0.60 0.51 -0.05
H 0.60 0.13 0.32
H 0.38 0.24 -0.13
H 0.90 0.19 0.27
H -0.27 -0.56 -0.74
H 0.86 -0.65 0.59
H -0.51 0.36 1.32
H 0.28 -0.01 0.09
H -0.19 0.11 0.10